C45H42F13LaN4O2PS2Te as an isolated structure in a non-equilibrium geometry. Source: the Open Molecules 2025 dataset; level of theory: ωB97M-V/def2-TZVPD.

Values from the calculation:
- HOMO energy (eV) = -10.44
- total charge = +1
- LUMO energy (eV) = -2.90
- frontier orbital gap (eV) = 7.5
- ΔE to the lowest compared entry with this formula, charge and spin (kcal per mole) = 57.42
- DFT total energy (Eh) = -4844.93394

Each line ends with the Löwdin charge.
Positions of all 111 atoms, in Å:
La 12.07464 13.57769 12.67780  1.83
C 8.70699 15.60441 12.97776  -0.12
C 10.00547 16.41659 13.09756  -0.26
N 11.04655 15.84623 13.97549  -0.25
C 12.14374 16.87432 13.94474  -0.20
C 13.40356 16.44652 14.79683  -0.07
C 10.56637 15.51869 15.36572  -0.13
C 11.27728 14.23019 15.89450  -0.24
N 11.04044 13.20997 14.89198  -0.19
C 11.18587 11.85388 15.32601  -0.21
C 10.81822 10.92919 14.39114  -0.23
F 10.39795 11.37657 13.18995  -0.02
C 10.77522 9.56878 14.61396  -0.20
F 10.36447 8.67474 13.64522  0.06
C 11.11412 9.05759 15.86008  0.08
C 11.48527 10.00246 16.82599  -0.18
F 11.82460 9.56858 18.06149  0.10
C 11.55893 11.35922 16.54546  -0.24
F 11.70397 12.14053 17.57534  0.13
H 8.13050 15.69805 12.03928  0.07
H 8.04936 15.96864 13.78418  0.08
H 8.73863 14.58305 13.26138  0.03
H 9.79266 17.44960 13.37386  0.12
H 10.47451 16.55789 12.10089  0.10
H 11.79385 17.76426 14.41521  0.11
H 12.39783 17.06958 12.90344  0.11
H 13.25544 16.63300 15.82609  0.07
H 14.25875 17.08409 14.59704  0.09
H 13.69874 15.45735 14.58070  -0.05
H 9.53262 15.26551 15.27639  0.09
H 10.53189 16.39123 15.97311  0.12
H 10.90189 13.98251 16.89253  0.12
H 12.37608 14.44368 16.01308  0.08
H 10.95607 8.06183 16.13206  0.12
O 13.91942 17.57042 8.87416  0.08
C 15.05848 17.27511 9.51201  -0.27
C 16.17398 18.04507 9.17037  0.00
C 17.34615 17.93901 9.88821  -0.06
C 17.47996 16.92244 10.87908  -0.07
C 16.37334 16.10522 11.14402  -0.01
C 15.06773 16.25957 10.48328  -0.08
C 13.89793 15.46181 10.80491  -0.47
O 13.80026 15.13743 12.07560  -0.30
N 12.91410 15.33845 9.93260  0.04
N 11.78146 14.78438 10.45049  -0.26
C 10.77407 14.45257 9.69950  -0.89
S 10.81149 14.31275 7.96031  1.00
C 9.32170 13.33035 7.85204  -0.50
C 9.21016 12.58072 9.10388  -0.49
S 9.45562 13.67691 10.54322  0.96
H 13.37595 16.79584 8.94937  0.04
H 16.00726 18.67717 8.30394  0.13
H 18.13277 18.67763 9.80459  0.11
H 18.43218 16.77509 11.41614  0.11
H 16.35507 15.37118 11.95722  0.10
H 9.55783 12.70057 6.99560  0.08
H 8.49487 13.97706 7.50549  0.10
H 9.92480 11.80626 9.09836  0.01
H 8.26617 12.13986 9.14112  0.08
C 14.64608 10.96176 15.87884  -0.41
Te 14.91203 12.77738 14.80618  1.23
C 16.40104 11.84570 13.67958  -0.43
H 14.08355 10.14409 15.38676  0.01
H 14.19442 11.11912 16.86342  0.01
H 15.63806 10.62169 16.06031  0.00
H 17.07300 11.46055 14.38763  -0.01
H 16.84950 12.59160 13.03558  0.00
H 15.97510 11.03707 13.07940  -0.01
F 16.72454 5.38899 12.93908  0.11
C 15.57932 5.93409 13.48438  -0.58
F 14.66204 4.98131 13.37105  0.17
F 15.79117 6.08456 14.79698  0.15
C 15.13195 7.20743 12.84130  -0.09
C 15.75790 7.64927 11.66151  0.04
C 15.23882 8.78130 10.97864  -0.02
C 14.23504 9.51346 11.66660  -0.36
C 13.69227 9.11671 12.87402  -0.12
C 14.11422 7.95444 13.46247  0.01
P 13.44614 10.95307 10.81789  1.07
C 14.65927 11.38275 9.53584  -0.37
C 15.29215 12.63616 9.61443  -0.04
C 16.22642 12.99652 8.61543  0.00
C 16.54715 12.20593 7.57357  -0.11
C 15.90524 11.00780 7.43600  0.00
C 14.94400 10.60726 8.37028  -0.10
C 17.63609 12.61556 6.55778  -0.59
F 17.07627 12.92085 5.39454  0.17
F 18.48162 11.63619 6.28039  0.17
F 18.37413 13.61397 7.07662  0.15
C 12.05470 10.33412 9.78333  -0.33
C 10.95058 9.74947 10.43729  -0.05
C 9.83582 9.27567 9.68268  0.01
C 9.82944 9.45942 8.33459  -0.16
C 10.78661 10.16634 7.65284  -0.03
C 11.90125 10.59644 8.39375  -0.07
C 8.70158 8.86566 7.49423  -0.53
F 8.29370 9.68449 6.46430  0.11
F 7.53512 8.58220 8.18113  0.10
F 9.06459 7.69832 6.99825  0.18
H 16.46068 6.98963 11.15704  0.13
H 15.63131 9.16627 10.05427  0.08
H 12.85788 9.76668 13.25433  0.09
H 13.65918 7.59541 14.36071  0.12
H 15.12172 13.40260 10.38966  0.08
H 16.61181 14.01288 8.66575  0.13
H 16.16407 10.37090 6.63192  0.12
H 14.37139 9.65431 8.21638  0.13
H 11.02524 9.59477 11.51140  0.08
H 8.98054 8.75081 10.15195  0.15
H 10.80972 10.36398 6.59933  0.13
H 12.71668 11.09299 7.78556  0.12